No. 1
Here is C4H6InO3 as an isolated structure in a non-equilibrium geometry from the OMol25 dataset. Energies are from the ωB97M-V functional and the def2-TZVPD basis.

Positions of all 14 atoms, in Å:
O1 1.113 1.205 -0.449
C1 -0.154 1.569 -0.801
O2 -0.400 2.774 -0.735
C2 1.397 -0.239 -0.597
H1 2.300 -0.276 -1.233
C3 1.771 -0.788 0.770
H2 2.516 -0.166 1.305
H3 0.899 -0.883 1.440
H4 2.199 -1.797 0.659
In1 -0.503 -0.599 -1.511
O3 -1.595 -0.393 0.248
C4 -2.836 -0.321 0.250
H5 -3.352 0.216 -0.570
H6 -3.355 -0.302 1.225

Force components x, y, z for each atom (eV/Å):
O 0.480 -1.324 0.257
C 0.210 3.602 -0.861
O -0.339 -2.667 -0.051
C 1.967 1.203 0.878
H -0.579 -0.116 -0.008
C -0.170 -0.459 0.455
H -0.312 -0.160 -0.450
H 0.236 0.091 -0.218
H -0.116 0.288 0.006
In 0.379 0.002 -2.427
O -3.575 -1.425 1.869
C 1.828 2.787 1.178
H -0.016 -1.067 -0.320
H 0.006 -0.755 -0.309

orbital gap (alpha / beta): 5.94 / 6.35 eV
largest force on an atom: 0.0832 hartree/bohr
LUMO level (alpha / beta): -0.0540 / -0.0587 hartree
total charge: 0
2S+1: 2
electronic energy: -571.69933 Eh
<S²>: 0.7586



No. 2
Here is C19H29N3O2PdSe2 as an isolated structure in a non-equilibrium geometry from the OMol25 dataset. Energies are from the ωB97M-V functional and the def2-TZVPD basis.

Positions of all 56 atoms, in Å:
Pd1 -0.535 -0.328 0.110
O1 -0.971 -2.991 -3.179
C1 -0.058 -1.999 -2.627
C2 1.160 -2.656 -1.982
C3 2.034 -3.321 -3.050
O2 1.375 -4.383 -3.766
C4 0.691 -3.736 -0.970
Se1 -0.824 -3.247 0.236
C5 2.013 -1.611 -1.231
Se2 3.144 -0.294 -2.255
H1 -1.412 -3.334 -2.378
H2 -0.618 -1.441 -1.871
H3 0.246 -1.342 -3.444
H4 2.927 -3.754 -2.586
H5 2.375 -2.553 -3.747
H6 0.436 -4.130 -3.779
H7 1.566 -4.029 -0.383
H8 0.390 -4.611 -1.540
H9 2.702 -2.174 -0.598
H10 1.347 -1.069 -0.526
N1 -1.556 -1.266 6.494
C6 -1.054 -0.925 5.221
C7 -1.254 0.340 4.682
C8 -0.729 0.612 3.425
N2 -0.037 -0.259 2.702
C9 0.163 -1.466 3.232
C10 -0.321 -1.838 4.478
H11 -2.391 -0.754 6.735
H12 -1.721 -2.256 6.590
H13 -1.828 1.094 5.210
H14 -0.907 1.571 2.945
H15 0.672 -2.184 2.598
H16 -0.154 -2.849 4.834
C11 2.058 3.573 -1.601
N3 1.484 2.281 -1.219
C12 1.415 2.133 0.260
C13 0.183 1.992 -1.947
C14 -1.054 2.408 -1.213
C15 -1.608 3.671 -1.434
C16 -2.792 4.050 -0.804
C17 -3.406 3.120 0.034
C18 -2.833 1.863 0.237
C19 -1.629 1.419 -0.357
H17 3.017 3.692 -1.096
H18 1.375 4.368 -1.297
H19 2.201 3.593 -2.681
H20 2.154 1.456 -1.571
H21 0.982 3.041 0.685
H22 2.433 1.957 0.607
H23 0.739 1.271 0.452
H24 0.164 0.904 -2.034
H25 0.312 2.444 -2.934
H26 -1.126 4.370 -2.116
H27 -3.233 5.026 -0.975
H28 -4.343 3.372 0.525
H29 -3.360 1.180 0.901

Force components x, y, z for each atom (eV/Å):
Pd -1.377 -0.340 0.274
O 0.168 0.077 0.161
C -0.135 -0.336 -0.268
C 0.090 0.076 0.091
C -0.137 -0.293 -0.082
O 0.066 0.218 0.049
C 0.101 0.166 -0.029
Se 0.438 0.241 -0.226
C 0.037 -0.005 0.179
Se -0.386 -0.038 0.223
H -0.003 0.028 -0.098
H 0.166 0.267 -0.038
H -0.024 0.007 -0.045
H -0.020 -0.027 0.047
H -0.004 0.030 -0.053
H 0.013 -0.015 0.003
H -0.085 -0.001 0.088
H -0.057 -0.094 0.050
H 0.126 0.077 -0.077
H 0.220 0.043 -0.295
N -0.002 0.019 0.009
C -0.073 -0.062 0.128
C 0.044 0.064 -0.175
C -0.136 0.087 -0.011
N 0.358 -0.136 0.127
C -0.156 0.054 0.045
C 0.094 -0.104 -0.162
H -0.001 0.033 -0.019
H 0.023 -0.015 -0.017
H -0.003 -0.009 0.018
H -0.007 0.009 0.056
H 0.031 0.021 0.015
H -0.021 0.027 0.036
C 0.003 -0.148 0.022
N 0.335 -0.587 -0.119
C 0.016 0.105 -0.427
C 0.236 0.023 0.131
C -0.190 -0.025 -0.088
C -0.090 -0.017 0.079
C 0.084 -0.191 0.032
C 0.209 -0.112 -0.099
C -0.164 0.058 0.183
C 0.353 0.320 -0.036
H 0.008 0.039 -0.031
H 0.014 0.021 -0.025
H 0.044 0.030 0.017
H -0.281 0.386 0.109
H 0.019 -0.027 0.050
H -0.042 0.003 0.095
H 0.200 0.025 0.212
H -0.023 -0.033 -0.061
H -0.122 0.045 0.003
H 0.031 -0.018 -0.025
H 0.009 0.030 -0.023
H -0.007 0.003 0.010
H 0.012 0.004 -0.009

orbital gap: 4.10 eV
largest force on an atom: 0.0281 hartree/bohr
LUMO level: 0.1689 hartree
total charge: -2
electronic energy: -5986.80318 Eh



No. 3
Here is C5H12N2O as an isolated structure in a non-equilibrium geometry from the OMol25 dataset. Energies are from the ωB97M-V functional and the def2-TZVPD basis.

Positions of all 20 atoms, in Å:
C1 0.601 0.104 0.506
C2 0.942 1.565 0.196
C3 -0.963 -0.370 -1.406
C4 1.660 -0.846 -0.049
N1 -0.779 -0.225 0.048
C5 -1.526 -1.305 0.871
O1 0.107 2.491 0.865
N2 -2.420 -0.727 1.502
H1 -0.810 2.327 0.617
H2 0.558 0.010 1.594
H3 -1.766 0.300 0.768
H4 0.938 1.735 -0.890
H5 1.954 1.764 0.549
H6 -1.233 -2.343 0.705
H7 -2.033 -0.423 -1.605
H8 -0.493 -1.280 -1.784
H9 -0.544 0.482 -1.940
H10 2.615 -0.665 0.446
H11 1.384 -1.886 0.128
H12 1.807 -0.709 -1.122

Force components x, y, z for each atom (eV/Å):
C -0.043 -0.129 -0.091
C -0.144 -0.113 0.011
C 0.067 -0.012 0.175
C -0.073 0.110 0.061
N 0.383 -0.272 -0.179
C 0.302 0.725 -0.669
O 0.007 -0.124 -0.099
N 0.125 0.471 -0.135
H 0.071 0.002 0.018
H -0.001 0.009 -0.019
H -0.697 -0.668 0.706
H -0.008 -0.002 0.047
H -0.030 -0.040 -0.011
H 0.046 0.012 0.177
H 0.024 0.018 -0.006
H 0.007 0.001 0.002
H -0.016 0.004 0.031
H -0.016 -0.005 -0.019
H 0.003 0.003 0.005
H -0.007 0.012 -0.004

orbital gap: 9.10 eV
largest force on an atom: 0.0232 hartree/bohr
LUMO level: 0.0263 hartree
total charge: 0
electronic energy: -382.34383 Eh



No. 4
Here is C2H4CoO3 as an isolated structure in a non-equilibrium geometry from the OMol25 dataset. Energies are from the ωB97M-V functional and the def2-TZVPD basis.

Positions of all 10 atoms, in Å:
C1 -2.158 -0.274 -0.208
O1 -1.740 0.627 0.537
H1 -2.301 -1.293 0.190
H2 -2.605 -0.022 -1.185
O2 0.758 -0.814 0.266
C2 1.801 0.044 -0.138
O3 1.608 1.313 0.415
Co1 0.044 0.693 1.175
H3 1.817 0.105 -1.251
H4 2.775 -0.380 0.198

Force components x, y, z for each atom (eV/Å):
C -1.211 0.710 1.121
O -0.858 -0.955 -1.376
H 0.507 0.121 -0.302
H 0.428 -0.007 0.149
O 1.553 0.825 -0.538
C -1.060 0.364 0.443
O 0.389 -1.470 -0.375
Co 0.149 0.593 0.833
H 0.146 -0.157 0.152
H -0.042 -0.024 -0.108

orbital gap (alpha / beta): 9.96 / 7.50 eV
largest force on an atom: 0.0366 hartree/bohr
LUMO level (alpha / beta): -0.2031 / -0.2838 hartree
total charge: +1
2S+1: 5
electronic energy: -1686.68195 Eh
<S²>: 6.0150



No. 5
Here is C32H28MnN2O4P2 as an isolated structure from the OMol25 dataset. Energies are from the ωB97M-V functional and the def2-TZVPD basis.

Positions of all 69 atoms, in Å:
Mn1 -1.607 -0.761 0.674
O1 -1.658 2.499 2.839
C1 -1.072 1.329 2.363
O2 -1.644 0.999 1.126
C2 -1.400 0.165 3.330
C3 -1.431 0.135 4.726
C4 -1.736 -1.067 5.348
C5 -1.999 -2.233 4.613
C6 -1.957 -2.121 3.236
N1 -1.677 -0.943 2.676
C7 -2.160 -3.122 2.142
O3 -2.428 -4.365 2.384
O4 -2.049 -2.754 0.968
H1 -2.521 2.598 2.416
H2 -1.238 1.032 5.298
H3 -1.774 -1.115 6.428
H4 -2.224 -3.156 5.130
H5 -2.502 -4.574 3.326
C8 0.657 -2.263 -1.546
N2 0.590 -0.800 -1.251
P1 -0.957 -0.161 -1.598
C9 -0.782 1.579 -1.948
C10 -1.706 2.506 -1.477
C11 -1.585 3.837 -1.848
C12 -0.552 4.237 -2.680
C13 0.363 3.310 -3.162
C14 0.246 1.979 -2.805
C15 -1.606 -0.973 -3.050
C16 -2.985 -1.159 -3.130
C17 -3.549 -1.660 -4.294
C18 -2.737 -1.976 -5.372
C19 -1.362 -1.782 -5.299
C20 -0.793 -1.275 -4.145
P2 0.977 -0.583 0.458
C21 2.669 -1.188 0.585
C22 3.096 -1.635 1.833
C23 4.420 -2.003 2.018
C24 5.310 -1.935 0.958
C25 4.884 -1.496 -0.290
C26 3.567 -1.117 -0.480
C27 1.060 1.163 0.859
C28 1.746 2.065 0.088
C29 1.943 3.389 0.482
C30 1.518 3.799 1.764
C31 0.875 2.951 2.598
C32 0.506 1.550 2.218
H6 0.869 -2.424 -2.598
H7 -0.281 -2.773 -1.290
H8 1.463 -2.710 -0.969
H9 -2.510 2.200 -0.823
H10 -2.302 4.561 -1.487
H11 -0.460 5.276 -2.964
H12 1.158 3.624 -3.823
H13 0.959 1.258 -3.185
H14 -3.627 -0.918 -2.291
H15 -4.618 -1.805 -4.356
H16 -3.176 -2.372 -6.278
H17 -0.734 -2.021 -6.146
H18 0.275 -1.095 -4.110
H19 2.401 -1.703 2.663
H20 4.755 -2.351 2.985
H21 6.340 -2.231 1.100
H22 5.581 -1.448 -1.115
H23 3.238 -0.771 -1.451
H24 2.160 1.740 -0.858
H25 2.461 4.076 -0.170
H26 1.735 4.803 2.100
H27 0.597 3.283 3.587
H28 0.978 0.891 2.968

Force components x, y, z for each atom (eV/Å):
Mn -0.058 -0.041 0.232
O 0.173 -0.079 -0.055
C -0.138 0.040 0.085
O -0.018 -0.144 0.002
C 0.070 -0.012 0.129
C 0.006 -0.040 -0.104
C 0.007 0.043 -0.010
C 0.051 0.120 -0.348
C 0.039 0.229 0.328
N -0.061 0.016 -0.302
C -0.007 -0.205 0.200
O -0.023 -0.071 -0.056
O -0.013 0.222 -0.211
H -0.071 -0.017 0.037
H 0.009 0.005 0.013
H 0.004 0.025 0.026
H -0.012 -0.041 -0.020
H -0.014 -0.036 0.066
C -0.021 -0.106 0.029
N 0.317 0.036 -0.192
P -0.032 0.004 0.307
C 0.065 0.079 -0.157
C -0.018 -0.015 -0.037
C -0.025 -0.007 0.035
C -0.011 0.061 0.001
C 0.003 -0.016 -0.009
C -0.004 -0.030 -0.005
C -0.048 0.014 -0.066
C 0.002 -0.099 0.021
C 0.017 -0.005 0.035
C 0.028 -0.006 -0.009
C -0.034 -0.016 -0.002
C -0.004 0.143 -0.052
P -0.248 0.048 -0.048
C 0.058 -0.047 0.046
C -0.028 -0.032 -0.031
C 0.030 -0.006 0.004
C 0.022 -0.007 -0.004
C 0.028 -0.013 0.019
C -0.098 0.077 0.015
C 0.025 0.093 -0.075
C -0.051 -0.185 -0.014
C 0.000 -0.023 -0.007
C -0.048 0.022 0.151
C -0.005 0.100 -0.047
C 0.123 -0.040 0.108
H -0.027 -0.024 0.059
H 0.115 -0.051 -0.049
H 0.000 -0.014 0.000
H 0.001 -0.011 0.001
H -0.009 0.016 0.006
H -0.008 0.023 -0.003
H 0.023 0.003 -0.021
H 0.011 -0.040 0.005
H 0.008 0.024 0.037
H -0.010 0.000 -0.004
H 0.000 0.002 -0.012
H 0.004 -0.003 -0.020
H -0.037 0.017 -0.019
H -0.034 0.000 -0.003
H 0.001 -0.005 0.022
H 0.022 -0.003 0.004
H 0.016 -0.001 -0.010
H -0.013 0.006 -0.014
H 0.019 -0.038 -0.043
H 0.026 0.034 -0.030
H 0.009 0.031 0.010
H -0.038 0.008 0.027
H -0.065 -0.011 0.028

orbital gap (alpha / beta): 4.87 / 6.89 eV
largest force on an atom: 0.0078 hartree/bohr
LUMO level (alpha / beta): -0.2755 / -0.2629 hartree
total charge: +2
2S+1: 6
electronic energy: -3479.86878 Eh
<S²>: 8.9285



No. 6
Here is a 2-piece molecular cluster, C4H8N2S overall in a non-equilibrium geometry from the OMol25 dataset. Energies are from the ωB97M-V functional and the def2-TZVPD basis.

Positions of all 15 atoms, in Å:
C1 1.451 0.606 -1.146
N1 2.222 -0.225 -0.818
S1 2.910 -1.409 -0.107
H1 1.141 1.393 -1.766
C2 -1.344 -1.232 -0.911
C3 -0.962 -0.480 0.315
N2 -0.308 0.595 0.241
C4 0.048 1.316 1.425
H2 -0.494 -1.281 -1.587
H3 -2.147 -0.712 -1.434
H4 -1.678 -2.234 -0.662
H5 -1.261 -0.909 1.281
H6 -0.588 2.201 1.501
H7 -0.070 0.722 2.341
H8 1.082 1.648 1.328

Force components x, y, z for each atom (eV/Å):
C 1.947 -1.309 -0.010
N -2.578 2.946 -1.282
S 1.328 -2.109 1.210
H -0.309 0.505 -0.297
C -0.081 -0.025 -0.123
C 0.124 -0.024 0.216
N -0.617 -0.108 -0.214
C -0.054 0.150 0.432
H 0.066 -0.091 -0.075
H -0.081 -0.021 0.002
H -0.006 -0.100 -0.071
H 0.078 0.128 0.055
H 0.112 0.015 0.019
H 0.071 0.037 -0.033
H 0.001 0.007 0.170

orbital gap: 8.59 eV
largest force on an atom: 0.0801 hartree/bohr
LUMO level: 0.0306 hartree
total charge: 0
electronic energy: -664.80321 Eh
structure (SMILES): C#[N+][S-].C/C=N/C



Q: Among the records above, which one has the highest largest force on an atom?
A: C4H6InO3



Q: What is the total charge in the second record?
A: -2



What did the fourth record say?
Here is C2H4CoO3 as an isolated structure in a non-equilibrium geometry from the OMol25 dataset. Energies are from the ωB97M-V functional and the def2-TZVPD basis.

Positions of all 10 atoms, in Å:
C1 -2.158 -0.274 -0.208
O1 -1.740 0.627 0.537
H1 -2.301 -1.293 0.190
H2 -2.605 -0.022 -1.185
O2 0.758 -0.814 0.266
C2 1.801 0.044 -0.138
O3 1.608 1.313 0.415
Co1 0.044 0.693 1.175
H3 1.817 0.105 -1.251
H4 2.775 -0.380 0.198

Force components x, y, z for each atom (eV/Å):
C -1.211 0.710 1.121
O -0.858 -0.955 -1.376
H 0.507 0.121 -0.302
H 0.428 -0.007 0.149
O 1.553 0.825 -0.538
C -1.060 0.364 0.443
O 0.389 -1.470 -0.375
Co 0.149 0.593 0.833
H 0.146 -0.157 0.152
H -0.042 -0.024 -0.108

orbital gap (alpha / beta): 9.96 / 7.50 eV
largest force on an atom: 0.0366 hartree/bohr
LUMO level (alpha / beta): -0.2031 / -0.2838 hartree
total charge: +1
2S+1: 5
electronic energy: -1686.68195 Eh
<S²>: 6.0150